1.
ORCA calculation (ωB97M-V/def2-TZVPD) on 4 unconnected molecules or ions with the total composition C2H12O3 in a non-equilibrium geometry.

```
17
Properties=species:S:1:pos:R:3:forces:R:3:mulliken_charge:R:1
C 1.61359 0.78212 -1.40275 -0.71 -1.13 -0.14 -1.63
C 0.44277 0.86232 -0.43950 -0.36 0.95 0.94 -1.36
H 2.06557 -0.20822 -1.33093 0.50 0.10 0.41 0.52
H 2.33565 1.56646 -1.21401 0.22 0.07 -0.20 0.45
H 1.26966 0.72967 -2.43724 -0.02 0.74 -0.11 0.42
H 0.69430 0.60736 0.59466 0.43 -0.31 -0.24 0.33
H 0.07322 1.89603 -0.34268 0.01 -0.04 -0.38 0.53
H -0.41722 0.24404 -0.66580 0.11 -0.22 -0.44 0.26
H 0.23929 -3.13855 -0.81839 -0.04 -0.12 0.02 0.66
H 0.88824 -1.87899 -1.38434 0.12 -0.12 -0.06 0.29
O 0.03931 -2.21401 -1.05056 -0.26 0.14 0.10 -1.28
H -2.27820 -1.53907 1.78746 0.20 -0.22 -0.50 0.47
H -2.07804 -0.75710 0.43216 0.20 -0.55 0.19 0.34
O -2.28896 -0.67037 1.37250 -0.38 0.57 0.34 -1.01
H -1.35686 0.67934 2.58532 0.18 0.10 -0.52 0.40
H -0.51356 1.62177 1.70033 -0.17 -0.23 -0.01 0.38
O -0.72874 1.41718 2.61378 -0.02 0.28 0.60 -0.76
```
Positions in Å, forces in eV/Å.

Results
**E_tot**: -8410.130 eV
**Spin multiplicity**: 2
**Kohn-Sham gap (alpha / beta)**: 0.1111 / 0.3988 Eh
**Net charge**: -1
**⟨S²⟩**: 0.750
**Energy above the lowest of the compared OMol25 structures with the same formula, charge and spin**: 0.0 kcal/mol

---

2.
ORCA calculation (ωB97M-V/def2-TZVPD) on C4H6N2O in the gas phase in a non-equilibrium geometry.

```
13
Properties=species:S:1:pos:R:3:forces:R:3:mulliken_charge:R:1
N -1.85536 0.87549 -0.87561 -0.19 -0.81 0.92 -0.58
C -1.73495 0.15306 0.16462 0.30 1.51 1.30 0.10
O -1.11679 -1.09090 0.23118 -0.68 0.99 0.36 -0.38
C 0.23937 -1.15534 -0.23337 -0.41 0.28 0.06 -0.52
C 1.11718 -0.10460 0.49872 0.15 0.01 -0.12 -0.16
C 1.94958 0.59600 -0.45085 2.13 0.67 0.34 0.15
N 2.87098 1.16473 -0.84875 -0.73 -0.14 -0.57 -0.43
H -2.36812 1.70140 -0.53232 0.38 -0.19 -0.65 0.28
H -2.03987 0.68887 1.18708 0.48 -2.14 -1.65 0.34
H 0.24408 -1.03194 -1.32762 0.14 0.33 0.40 0.35
H 0.63270 -2.17157 -0.05037 -0.51 0.48 0.21 0.32
H 0.67691 0.73257 1.06575 -0.85 -0.70 -0.30 0.25
H 1.81178 -0.53362 1.23321 -0.22 -0.29 -0.29 0.28
```
Positions in Å, forces in eV/Å.

Results
**E_tot**: -9270.921 eV
**Kohn-Sham gap**: 0.4187 Eh
**Energy above the lowest of the compared OMol25 structures with the same formula, charge and spin**: 59.5 kcal/mol

---

3.
ORCA calculation (ωB97M-V/def2-TZVPD) on 13 unconnected molecules or ions with the total composition C4H36NO13 in a non-equilibrium geometry.

```
54
Properties=species:S:1:pos:R:3:forces:R:3:mulliken_charge:R:1
O 2.49419 -2.69814 0.81813 0.86 0.07 -0.93 -0.57
C 2.50647 -2.27958 -0.54372 1.58 -1.58 -0.53 -1.00
C 1.89374 -0.94042 -0.72142 -0.19 2.79 0.35 -0.04
N 0.39218 -1.04363 -1.10141 2.89 0.63 -2.62 0.52
C 0.33148 -1.23750 -2.69011 -6.41 4.39 2.75 -0.61
C 0.15045 0.18031 -3.31088 2.40 -0.17 1.21 -0.82
H 1.61579 -2.96407 0.97108 -1.70 -0.71 1.01 0.35
H 3.54999 -2.41315 -0.80981 0.51 1.37 0.04 0.40
H 2.20697 -3.04931 -1.29936 -1.13 0.28 0.83 0.33
H 1.95038 -0.31688 0.27278 -0.18 -1.52 -2.10 0.19
H 2.37752 -0.30381 -1.53185 -0.57 -0.93 0.90 0.33
H 0.02515 -0.09535 -0.85615 -0.47 -0.84 0.13 -0.03
H 0.02625 -1.79636 -0.54020 -0.93 0.02 0.07 0.28
H 1.02668 -1.75506 -3.10892 5.05 -3.23 -1.62 0.49
H -0.59867 -1.73131 -2.96155 -0.16 -0.40 0.70 0.36
H -0.38317 0.20271 -4.25714 0.30 -0.09 0.02 0.42
H -0.36829 0.71911 -2.55796 -1.17 0.77 0.26 0.23
H 1.13902 0.72710 -3.29030 -0.93 -0.56 -0.75 0.16
H -4.22716 -0.16866 -2.10202 0.09 1.14 0.43 0.29
H -4.27707 1.44195 -2.00312 0.58 -2.47 1.21 0.30
O -4.04732 0.58109 -1.48845 -0.71 1.31 -1.64 -0.58
H -1.89020 3.50837 3.10066 -0.23 -1.79 -2.67 0.30
H -2.83215 2.43676 2.31198 1.87 1.38 0.02 0.38
O -1.94690 2.94983 2.22063 -1.77 0.36 2.74 -0.64
H 1.29320 -2.97088 3.91197 0.07 -0.42 0.86 0.28
H -0.18775 -3.42115 3.52931 -0.59 -0.58 0.87 0.26
O 0.61092 -3.00727 3.25400 0.75 0.68 -1.39 -0.55
H -3.20854 -2.28927 -0.90472 0.26 0.09 -0.62 0.24
H -2.81401 -2.55645 0.47973 1.21 0.26 -1.22 0.35
O -2.38841 -2.46335 -0.43125 -1.10 -0.32 1.72 -0.56
H -0.39312 2.63209 -0.06125 0.37 0.87 -0.67 0.21
H -0.80032 1.69531 0.97011 0.11 -0.34 -0.65 0.21
O -0.51739 1.69002 0.02786 -0.20 -0.62 1.11 -0.48
H 2.45697 2.03835 0.91269 1.36 0.49 -0.93 0.36
H 3.14676 1.26643 -0.18339 0.55 0.72 0.31 0.41
O 3.25788 2.10467 0.31206 -1.89 -0.61 0.63 -0.71
H -4.25689 -1.63623 2.57119 -0.85 -0.20 0.55 0.31
H -4.75779 -1.72690 1.08513 -2.09 -0.31 -0.74 0.27
O -4.04574 -1.56568 1.65116 2.81 0.30 0.32 -0.59
H 3.57580 2.80279 -2.11703 0.03 1.00 1.62 0.27
H 3.86248 2.07816 -3.29567 0.05 -0.50 -0.85 0.30
O 3.11930 2.24433 -2.71856 -0.14 -0.67 -0.72 -0.57
H 1.05691 5.24944 -0.30940 -0.55 -0.67 0.17 0.29
H -0.37176 5.34526 0.18201 -0.54 0.30 0.20 0.28
O 0.28956 4.69975 -0.04554 1.00 0.19 -0.34 -0.58
H 4.66818 0.21275 1.66639 -1.80 -2.01 -3.53 0.33
H 3.93230 -1.14112 1.37026 -0.14 -0.39 -0.17 0.31
O 4.20411 -0.36961 0.85983 2.16 2.10 3.79 -0.61
H -3.64984 0.54629 2.41126 1.94 -1.70 -1.33 0.26
H -5.00301 1.14859 1.93223 1.73 -0.45 1.86 0.35
O -4.36800 1.02158 2.72291 -3.57 2.34 -0.63 -0.65
H 0.67261 -1.54366 2.28380 -0.97 0.91 -1.38 0.35
H -0.71609 -1.03349 1.86022 0.77 0.17 -0.39 0.19
O 0.21633 -1.00472 1.55181 -0.35 -0.87 1.74 -0.57
```
Positions in Å, forces in eV/Å.

Results
**E_tot**: -32832.234 eV
**Kohn-Sham gap**: 0.3811 Eh
**Net charge**: +1
**Energy above the lowest of the compared OMol25 structures with the same formula, charge and spin**: 135.3 kcal/mol

---

4.
ORCA calculation (ωB97M-V/def2-TZVPD) on a molecular structure, C20H30B2BrClF4N6O6Sn in a non-equilibrium geometry.

```
71
Properties=species:S:1:pos:R:3:forces:R:3:mulliken_charge:R:1
Sn -0.50107 0.47949 0.62951 -0.39 0.20 0.40 1.92
C -1.03777 -4.48890 -0.14399 -0.22 0.24 -0.15 -1.79
C -0.55808 -3.07625 -0.01030 -1.08 -0.04 -0.14 0.08
N -1.29161 -2.04249 -0.18679 -0.02 0.31 0.31 0.66
O -2.57502 -2.21466 -0.58032 0.21 -0.65 0.15 -0.55
B -3.15914 -0.97231 -1.14191 0.36 0.08 0.08 0.40
F -4.45920 -1.19683 -1.43194 -0.40 -0.17 -0.19 -0.35
F -3.01400 0.07493 -0.20938 0.39 0.32 0.33 -0.25
O -2.45912 -0.60361 -2.41076 0.37 0.04 -0.68 -0.50
N -1.13469 -0.43342 -2.25476 0.34 0.00 0.13 0.59
C -0.39445 -0.55991 -3.29641 -0.97 0.34 -0.23 -0.35
C -0.86549 -0.82396 -4.69511 -0.08 0.02 0.22 -1.81
C 1.03055 -0.67763 -2.97405 0.60 -0.18 0.60 1.11
N 1.77538 0.23725 -2.42242 -0.67 -0.93 -0.21 0.74
O 2.96365 -0.15936 -1.91317 0.34 -0.09 -0.26 -0.55
B 3.04559 -0.11567 -0.37910 -0.48 0.34 -0.11 0.75
F 4.33731 0.11073 -0.05139 0.61 -0.22 -0.04 -0.29
F 2.24485 0.96020 0.04297 -0.32 0.07 0.18 -0.25
O 2.60408 -1.36241 0.21760 -0.27 -1.03 0.45 -0.76
N 1.27133 -1.64335 -0.00794 0.22 0.56 -0.41 0.92
C 0.84114 -2.80529 0.31582 1.01 0.27 0.18 0.21
C 1.67345 -3.88088 0.93246 0.27 0.27 0.05 -1.96
C 1.60648 -2.03698 -3.18623 0.23 -0.10 0.26 -1.71
H -2.02172 -4.46801 -0.60411 -0.02 -0.10 -0.01 0.47
H -0.36221 -5.08751 -0.75116 0.06 -0.06 -0.01 0.38
H -1.12559 -4.95422 0.83655 0.03 -0.10 0.07 0.33
H -1.93663 -0.64596 -4.74092 0.01 0.00 -0.05 0.42
H -0.34627 -0.17093 -5.39462 0.00 0.06 -0.06 0.40
H -0.67215 -1.85356 -4.98993 0.02 -0.13 -0.03 0.33
H 2.63289 -3.46243 1.22344 0.04 -0.08 0.03 0.43
H 1.17041 -4.29214 1.80388 -0.05 -0.09 0.09 0.39
H 1.84781 -4.69428 0.23175 -0.01 -0.10 -0.08 0.35
H 2.10121 -2.08141 -4.15802 0.00 0.07 -0.12 0.36
H 2.36256 -2.23865 -2.43339 -0.02 -0.07 -0.02 0.39
H 0.83025 -2.79665 -3.15478 -0.10 0.04 -0.03 0.44
N -1.64219 -0.70581 2.78175 -0.28 0.14 -0.31 -0.36
C -1.00435 -1.09189 4.04068 0.11 -0.06 0.35 -0.67
C -0.84191 0.10265 4.98363 0.04 -0.01 -0.27 -0.95
C -0.23715 1.35268 4.34575 0.23 -0.16 0.03 0.17
C 1.22509 1.24937 3.91802 -0.36 0.15 0.26 -0.83
N 1.37223 0.53093 2.65088 0.05 -0.17 -0.22 -0.21
H -2.36788 -0.01594 2.96845 0.01 0.05 -0.18 0.21
H -2.11319 -1.50386 2.36618 0.03 0.05 -0.09 0.19
H -0.02573 -1.52102 3.80917 -0.02 -0.11 0.06 0.22
H -1.58998 -1.86538 4.56262 0.20 0.11 -0.12 0.47
H -0.23856 -0.21282 5.83862 -0.04 -0.01 0.05 0.36
H -1.82853 0.37845 5.36392 -0.05 -0.09 0.07 0.37
H -0.31816 2.16701 5.06793 -0.08 0.06 -0.04 0.41
H -0.81264 1.62018 3.45772 -0.06 0.25 0.17 -0.22
H 1.83220 0.79103 4.71016 -0.01 0.12 -0.02 0.32
H 1.58896 2.26567 3.75531 0.08 -0.08 0.04 0.40
H 1.51373 -0.46003 2.81468 0.01 -0.02 -0.06 0.09
H 2.20777 0.85147 2.17632 -0.04 -0.07 -0.17 0.16
Cl -3.12029 4.42837 -1.18793 -0.17 0.41 -0.58 -0.21
C -3.29033 3.67098 0.38263 0.02 -0.26 0.31 -0.53
C -2.07273 2.82834 0.74309 -0.16 0.59 -0.32 0.53
O -1.05235 2.86193 0.02854 0.36 -0.19 -0.31 -0.62
O -2.18542 2.10742 1.75019 -0.02 -0.96 0.78 -0.76
H -4.16009 3.01357 0.35717 0.08 0.11 0.08 0.33
H -3.43721 4.45733 1.12309 -0.01 -0.16 0.02 0.33
Br 1.27261 6.27401 -2.02652 0.00 0.06 -0.04 -0.19
C 1.40571 4.40604 -2.25188 -0.17 -0.13 -0.11 -0.20
C 2.65108 3.79771 -2.20481 -0.19 0.02 0.03 -0.71
C 2.73083 2.42427 -2.27942 0.01 -0.24 -0.06 -0.40
C 1.57590 1.64566 -2.40575 -0.12 1.49 -0.14 0.06
C 0.34023 2.27900 -2.52007 0.09 -0.32 -0.02 0.23
C 0.25684 3.65726 -2.44069 0.28 0.27 -0.04 -0.61
H 3.54324 4.39222 -2.08258 0.06 0.00 0.01 0.45
H 3.69005 1.93555 -2.21057 0.01 0.05 0.01 0.50
H -0.58079 1.73276 -2.61746 0.04 0.03 0.08 0.33
H -0.71170 4.13194 -2.47989 0.02 -0.02 0.06 0.38
```
Positions in Å, forces in eV/Å.

Results
**E_tot**: -143077.804 eV
**Kohn-Sham gap**: 0.2865 Eh
**Energy above the lowest of the compared OMol25 structures with the same formula, charge and spin**: 28.5 kcal/mol